Record 1
This record from the Open Molecules 2025 dataset describes a structure of composition C5H14NO2. The level of theory is wB97M-V/def2-TZVPD.

Geometry (Å):
O -1.51 2.39 -0.28
O 0.88 1.78 -0.09
N -0.84 -0.51 -0.19
C -0.44 -1.76 -2.27
C 1.50 0.99 0.84
C 0.14 -1.44 -0.80
C 0.50 0.42 1.88
C -0.65 -0.46 1.24
H 0.37 -2.36 -0.27
H -0.31 2.20 -0.27
H -0.60 -1.49 1.53
H -1.55 0.06 1.78
H -0.86 0.52 -0.48
H 0.36 -2.21 -2.69
H 2.26 0.36 0.22
H 0.90 -0.27 2.57
H -0.55 -0.77 -2.61
H -1.29 -2.28 -2.16
H 0.18 1.36 2.51
H 1.19 -0.98 -0.89
H 2.03 1.79 1.55
H -1.71 2.66 -1.12

## Properties
**LUMO**: 4.08 eV
**Net charge**: -1
**Kohn-Sham gap**: 7.4 eV

Now the natural (NBO) charges, all in e:
1 O -1.102
2 O -0.930
3 N -0.699
4 C -0.612
5 C -0.038
6 C -0.196
7 C -0.448
8 C -0.209
9 H 0.165
10 H 0.502
11 H 0.160
12 H 0.179
13 H 0.443
14 H 0.181
15 H 0.137
16 H 0.179
17 H 0.210
18 H 0.193
19 H 0.192
20 H 0.163
21 H 0.103
22 H 0.427


Record 2
This record from the Open Molecules 2025 dataset describes the ion C5H10NOS with charge +1. The level of theory is wB97M-V/def2-TZVPD.

Geometry (Å):
S -0.29 -1.59 -0.05
O 2.12 -0.68 -1.14
N 0.63 0.91 -0.69
C -1.42 -0.14 -0.17
C -0.76 1.06 -0.37
C 1.22 -0.30 -0.23
C -2.91 -0.35 0.05
C 1.77 -0.21 1.15
H 2.38 -1.16 1.25
H -3.19 -1.17 0.73
H 2.59 -1.33 -0.69
H -3.23 0.62 0.50
H -3.39 -0.55 -0.93
H 1.19 1.78 -0.25
H 0.71 0.81 -1.77
H 1.19 -0.19 2.07
H 2.50 0.51 1.11
H -1.14 1.98 -0.54

## Properties
**LUMO**: -3.57 eV
**Net charge**: +1
**Kohn-Sham gap**: 9.5 eV
**SMILES string**: CC1=C[NH2+][C@](C)(O)S1

Now the natural (NBO) charges, all in e:
1 S 0.223
2 O -0.660
3 N -0.562
4 C -0.012
5 C -0.186
6 C 0.375
7 C -0.671
8 C -0.684
9 H 0.238
10 H 0.258
11 H 0.497
12 H 0.249
13 H 0.262
14 H 0.470
15 H 0.471
16 H 0.277
17 H 0.220
18 H 0.235


Record 3
This record from the Open Molecules 2025 dataset describes a structure of composition C5H10O2. The level of theory is wB97M-V/def2-TZVPD.

Geometry (Å):
O -2.34 0.47 0.74
O 1.82 0.00 1.30
C 0.51 -0.97 -0.40
C -1.03 0.94 0.90
C 1.90 -0.51 -0.02
C -2.01 -0.07 -0.57
C -0.51 0.19 -0.33
H -0.63 0.99 1.89
H -2.38 -1.10 -0.67
H 2.61 -1.35 -0.08
H 0.55 -1.35 -1.43
H 2.23 0.26 -0.73
H -0.30 1.27 -0.58
H -0.91 2.19 0.44
H 2.67 0.39 1.53
H 0.24 -1.84 0.23
H -2.46 0.56 -1.35

## Properties
**LUMO**: 0.82 eV
**Kohn-Sham gap**: 9.9 eV

Now the natural (NBO) charges, all in e:
1 O -0.525
2 O -0.729
3 C -0.419
4 C 0.031
5 C -0.056
6 C -0.062
7 C -0.342
8 H 0.203
9 H 0.184
10 H 0.162
11 H 0.216
12 H 0.159
13 H 0.256
14 H 0.063
15 H 0.472
16 H 0.213
17 H 0.173


Record 4
This record from the Open Molecules 2025 dataset describes a cluster of 2 separate species, C2H6OS2 in total. The level of theory is wB97M-V/def2-TZVPD.

Geometry (Å):
S 1.12 0.64 0.68
S 0.29 -0.97 1.75
O -1.54 0.06 -1.17
C -2.20 0.31 -0.19
C 1.70 -0.11 -0.86
H -2.89 -0.44 0.22
H 0.89 -0.10 -1.59
H 0.12 -0.16 2.79
H -2.06 1.29 0.27
H 2.46 0.58 -1.20
H 2.12 -1.11 -0.70

## Properties
**LUMO**: 0.45 eV
**Kohn-Sham gap**: 8.6 eV
**SMILES string**: C=O.CSS

Now the natural (NBO) charges, all in e:
1 S 0.074
2 S -0.156
3 O -0.524
4 C 0.278
5 C -0.748
6 H 0.119
7 H 0.241
8 H 0.137
9 H 0.118
10 H 0.233
11 H 0.229


Record 5
This record from the Open Molecules 2025 dataset describes a structure of composition C26H42BBrCa2Cl5CsF9MgO15P2. The level of theory is wB97M-V/def2-TZVPD.

Geometry (Å):
Cs -8.98 -3.28 5.67
Br -7.86 2.91 4.16
Ca 2.17 -1.07 3.37
Ca -4.48 3.05 -0.33
Cl -1.12 -2.93 0.71
Cl -6.11 0.85 -0.52
Cl -9.25 -1.04 5.58
Cl -6.95 -1.81 0.38
Cl -6.15 0.33 5.31
P -8.35 -1.60 -5.13
P -2.15 -4.49 4.25
Mg -7.54 0.54 1.37
F -9.63 -2.19 -4.24
F -8.16 -0.79 -6.56
F -7.62 -1.44 -3.62
F -8.84 -2.87 -6.08
F -9.02 -0.12 -4.77
F -3.41 1.16 -6.32
F -6.82 -2.17 -5.41
F -5.23 -0.18 -6.65
F 4.10 0.99 2.35
O 2.19 -2.22 -2.96
O -2.27 -0.71 1.08
O -4.96 0.77 -4.56
O -3.25 -1.91 -3.27
O 0.44 2.16 0.59
O 2.80 5.05 -1.94
O -0.77 -3.93 3.92
O -2.96 -4.73 2.99
O -5.05 0.21 -2.43
O 0.29 -1.97 -1.90
O 3.48 3.22 2.34
O -3.50 -0.97 -5.28
O -1.99 -5.83 4.97
O 4.15 4.25 -3.48
O -2.91 -3.51 5.14
C 0.08 -0.30 0.89
C 4.05 4.68 -2.39
C -7.33 0.10 4.01
C 1.76 -0.09 -1.68
C 4.42 2.31 1.93
C 1.33 -1.49 -2.19
C 7.15 -0.16 -1.02
C 4.56 -2.40 2.02
C -1.20 -1.18 0.90
C 0.47 0.77 -1.49
C 2.32 4.01 -1.05
C 6.07 -1.08 -0.35
C -3.71 -1.07 -4.00
C 3.49 -3.42 2.57
C 2.32 3.35 1.51
C -4.64 0.03 -3.57
C -8.76 0.30 4.47
C -5.57 -0.83 -0.13
C 1.77 2.00 0.95
C 4.87 2.33 0.45
C 2.39 4.51 0.41
C 6.39 1.89 0.42
C -0.04 0.97 -0.04
C 6.79 1.39 -1.02
C 6.74 -1.95 0.78
C 5.75 -3.05 1.31
B -4.28 0.21 -5.77
H 1.87 1.28 1.80
H 6.66 1.20 1.23
H 0.99 -0.90 0.73
H 6.31 -3.63 2.07
H -7.09 0.84 3.24
H 8.12 -0.28 -0.52
H 1.54 5.19 0.56
H 5.33 2.54 2.50
H 2.47 -2.93 2.54
H 6.02 1.66 -1.75
H 0.67 1.77 -1.91
H 2.41 1.62 0.15
H 5.73 -1.80 -1.12
H -0.37 0.37 -2.08
H -4.84 -0.79 0.67
H 2.35 0.38 -2.48
H 6.97 2.81 0.60
H 7.28 -0.44 -2.08
H 5.47 -3.76 0.52
H 3.51 -4.36 2.02
H 7.73 1.91 -1.29
H 2.89 -2.51 -2.36
H -7.17 -0.91 3.59
H -1.12 1.13 -0.13
H 7.58 -2.46 0.29
H 0.14 0.10 1.93
H 1.52 3.71 2.18
H 4.36 1.56 -0.14
H -8.91 1.26 4.98
H -9.44 0.27 3.62
H 3.31 5.06 0.63
H -5.12 -1.27 -1.02
H 5.17 -0.55 -0.02
H 4.84 3.33 0.01
H 4.96 4.79 -1.78
H 4.95 -1.87 2.91
H 1.27 3.83 -1.31
H 2.90 3.10 -1.27
H 2.35 -0.27 -0.77
H 3.72 -3.57 3.65
H 7.18 -1.35 1.60
H 4.06 -1.65 1.39

## Properties
**LUMO**: -6.62 eV
**Net charge**: +1
**Kohn-Sham gap**: 1.7 eV

Mulliken atomic charge list, values in e, 99 entries:
1 Cs 0.977
2 Br -0.573
3 Ca 1.603
4 Ca 0.605
5 Cl -0.102
6 Cl 0.316
7 Cl -0.478
8 Cl -0.129
9 Cl -0.076
10 P 0.954
11 P 0.688
12 Mg 0.294
13 F -0.337
14 F -0.309
15 F -0.322
16 F -0.342
17 F -0.355
18 F -0.362
19 F -0.311
20 F -0.271
21 F -0.122
22 O -0.482
23 O -0.560
24 O -0.375
25 O -0.700
26 O -0.618
27 O -0.419
28 O -0.363
29 O -0.364
30 O -0.633
31 O -0.306
32 O -0.495
33 O -0.444
34 O -0.455
35 O -0.423
36 O -0.459
37 C -0.285
38 C 0.175
39 C -0.519
40 C 0.557
41 C -0.430
42 C -0.132
43 C -1.146
44 C 0.660
45 C 0.268
46 C -0.935
47 C -0.136
48 C 1.099
49 C 0.684
50 C -1.228
51 C 0.423
52 C 0.556
53 C 0.112
54 C 0.252
55 C 0.894
56 C 0.709
57 C -1.018
58 C -1.141
59 C 0.480
60 C -0.799
61 C -0.830
62 C -1.232
63 B 0.620
64 H -1.000
65 H 0.525
66 H 0.087
67 H 0.349
68 H -0.115
69 H 0.444
70 H 0.391
71 H 0.522
72 H 0.116
73 H 0.391
74 H 0.205
75 H -0.300
76 H 0.334
77 H 0.605
78 H 0.514
79 H 0.524
80 H 0.548
81 H 0.352
82 H 0.439
83 H 0.371
84 H 0.405
85 H 0.311
86 H 0.427
87 H 0.337
88 H 0.412
89 H 0.505
90 H 0.520
91 H -0.337
92 H 0.304
93 H 0.251
94 H 0.252
95 H -0.052
96 H -1.062
97 H 0.001
98 H 0.401
99 H 0.371


Record 6
This record from the Open Molecules 2025 dataset describes a structure of composition C28H24Cl3N3O4Ta. The level of theory is wB97M-V/def2-TZVPD.

Geometry (Å):
Ta -0.53 -0.04 -2.25
Cl -0.71 4.53 -3.46
Cl -3.19 -0.19 -2.90
Cl -6.09 4.38 -3.36
O -2.27 -2.93 -0.51
O -0.37 -1.33 4.09
O -0.99 1.53 -3.10
O 4.44 -0.77 -0.43
N 1.93 -0.64 0.02
N -0.34 -0.71 -0.40
N 0.46 -0.59 1.81
C 2.51 0.46 2.80
C 3.37 -0.17 -3.92
C -2.58 -1.72 -0.05
C 1.46 -0.26 -2.43
C -2.21 0.67 0.39
C -2.17 2.30 -3.19
C 5.88 -0.84 -0.56
C -2.18 3.66 -3.34
C 2.02 -0.08 -3.74
C -4.34 -0.31 0.81
C -4.58 2.18 -3.14
C 3.70 -0.56 -1.53
C 2.70 0.37 5.19
C 0.81 -0.66 4.14
C -4.59 3.57 -3.29
C 3.20 0.77 3.96
C 1.51 -0.34 5.29
C -1.73 -0.60 -0.01
C 0.70 -0.65 0.53
C 1.32 -0.26 2.90
C -3.41 4.31 -3.39
C 2.32 -0.50 -1.32
C 4.21 -0.41 -2.82
C -1.17 -3.13 -1.39
C -3.35 1.60 -3.08
C -0.92 -1.80 5.34
C -3.51 0.82 0.79
C -3.89 -1.55 0.40
H 6.25 -0.97 0.45
H 5.28 -0.46 -2.98
H -0.48 -0.85 2.12
H -0.22 -2.47 5.83
H 1.14 -0.63 6.26
H -3.44 5.38 -3.51
H 6.26 0.09 -0.98
H 1.38 0.11 -4.59
H 4.12 1.33 3.90
H -5.50 1.62 -3.08
H -0.21 -3.07 -0.89
H -1.16 -0.95 5.98
H -1.30 -4.11 -1.83
H -4.55 -2.41 0.38
H 2.71 -0.79 0.67
H -5.37 -0.21 1.14
H -1.22 -2.38 -2.23
H 6.16 -1.70 -1.17
H -1.51 1.51 0.41
H -1.82 -2.33 5.08
H -3.88 1.79 1.10
H 3.80 -0.06 -4.90
H 3.25 0.61 6.09
H 2.89 0.82 1.85

## Properties
**LUMO**: -11.63 eV
**Net charge**: +3
**Kohn-Sham gap**: 4.4 eV

Now the natural (NBO) charges, all in e:
1 Ta 2.334
2 Cl 0.125
3 Cl 0.103
4 Cl 0.139
5 O -0.442
6 O -0.524
7 O -0.735
8 O -0.512
9 N -0.557
10 N -0.762
11 N -0.493
12 C -0.234
13 C -0.176
14 C 0.335
15 C -0.617
16 C -0.230
17 C 0.220
18 C -0.262
19 C -0.059
20 C -0.143
21 C -0.103
22 C -0.236
23 C 0.360
24 C -0.125
25 C 0.303
26 C 0.001
27 C -0.208
28 C -0.259
29 C -0.041
30 C 0.651
31 C 0.087
32 C -0.205
33 C 0.163
34 C -0.160
35 C -0.171
36 C -0.033
37 C -0.256
38 C -0.191
39 C -0.220
40 H 0.236
41 H 0.266
42 H 0.459
43 H 0.207
44 H 0.254
45 H 0.282
46 H 0.204
47 H 0.245
48 H 0.249
49 H 0.279
50 H 0.205
51 H 0.203
52 H 0.267
53 H 0.275
54 H 0.475
55 H 0.265
56 H 0.087
57 H 0.208
58 H 0.246
59 H 0.218
60 H 0.263
61 H 0.269
62 H 0.253
63 H 0.217


Record 7
This record from the Open Molecules 2025 dataset describes a structure of composition C14H20AuF3NS4. The level of theory is wB97M-V/def2-TZVPD.

Geometry (Å):
Au -0.22 -0.31 0.24
S -0.12 1.86 1.53
S 1.42 -0.78 2.04
S 2.09 0.98 -1.01
S 0.99 -2.40 -0.52
F -4.66 0.59 -4.89
F -6.06 0.11 -3.19
F -5.26 2.22 -3.48
N -1.67 0.06 -1.02
C -1.58 1.00 -1.96
C -2.62 1.31 -2.80
C 0.66 -0.04 3.54
C 2.54 2.06 0.41
C 0.37 1.43 3.24
C -4.90 0.84 -3.51
C -3.79 0.56 -2.65
C 3.12 -0.49 -0.79
C 1.64 -3.27 0.94
C 1.39 -2.58 2.26
C -3.91 -0.43 -1.63
C 1.33 2.85 0.96
C 2.56 -1.81 -1.33
C -2.80 -0.69 -0.87
H -0.51 1.77 3.82
H 1.22 2.06 3.53
H 2.16 -2.82 2.99
H 0.90 3.50 0.19
H 1.62 3.46 1.84
H 0.42 -2.86 2.71
H 3.40 -0.65 0.27
H 1.13 -4.24 0.89
H -0.61 1.51 -1.98
H 4.03 -0.28 -1.33
H -2.75 -1.43 -0.08
H 3.26 2.80 -0.01
H -2.57 2.12 -3.51
H 3.30 -2.63 -1.24
H 3.05 1.51 1.21
H 1.44 -0.09 4.35
H 2.30 -1.67 -2.40
H -0.20 -0.62 3.91
H 2.71 -3.48 0.78
H -4.84 -1.00 -1.47

## Properties
**LUMO (alpha / beta)**: -9.56 / -14.28 eV
**2S+1**: 3
**⟨S²⟩**: 2.012
**Net charge**: +3
**Kohn-Sham gap (alpha / beta)**: 8.7 / 5.0 eV

Now the natural (NBO) charges, all in e:
1 Au 0.888
2 S 0.336
3 S 0.293
4 S 0.780
5 S 0.322
6 F -0.295
7 F -0.293
8 F -0.305
9 N -0.563
10 C 0.056
11 C -0.164
12 C -0.541
13 C -0.588
14 C -0.562
15 C 0.955
16 C -0.034
17 C -0.611
18 C -0.560
19 C -0.542
20 C -0.159
21 C -0.536
22 C -0.526
23 C 0.042
24 H 0.302
25 H 0.269
26 H 0.288
27 H 0.274
28 H 0.297
29 H 0.264
30 H 0.270
31 H 0.300
32 H 0.204
33 H 0.313
34 H 0.230
35 H 0.318
36 H 0.292
37 H 0.298
38 H 0.272
39 H 0.291
40 H 0.276
41 H 0.274
42 H 0.272
43 H 0.303


Record 8
This record from the Open Molecules 2025 dataset describes a structure of composition C10H24AsN7O3P2S4Tl. The level of theory is wB97M-V/def2-TZVPD.

Geometry (Å):
Tl -1.81 -1.84 1.59
As -3.96 -0.45 3.39
S -1.76 -1.11 3.87
S -4.07 1.64 3.39
S -5.27 -1.49 4.63
S -4.15 -1.30 1.23
P 1.35 -0.59 -0.04
P -0.67 1.45 -0.05
O -1.49 0.54 0.76
O 0.58 -1.39 0.94
O 0.87 0.93 -0.27
N -1.31 -6.13 0.82
N -2.69 -8.00 -0.02
N -0.47 2.90 0.65
N 2.90 -0.40 0.48
N -1.24 1.53 -1.59
N 1.27 -1.24 -1.54
N -1.22 -3.71 0.60
C 0.53 3.86 0.19
C 1.88 -0.59 -2.69
C -2.09 -7.09 0.36
C -0.59 2.32 -2.62
C 3.79 0.58 -0.12
C 3.25 -0.75 1.86
C -2.70 1.44 -1.74
C -0.99 3.14 2.00
C -1.35 -4.88 0.70
C 1.18 -2.70 -1.66
H 4.79 0.17 -0.25
H 3.86 1.48 0.51
H 3.42 0.89 -1.10
H 2.17 -3.14 -1.83
H 0.74 -3.13 -0.77
H -1.71 2.37 2.29
H -0.92 3.37 -2.61
H -3.15 2.44 -1.80
H -0.83 1.90 -3.60
H 0.49 2.30 -2.51
H -3.13 0.90 -0.90
H 2.94 -0.88 -2.81
H 3.35 0.15 2.47
H 2.49 -1.38 2.30
H 4.21 -1.29 1.88
H 1.34 3.94 0.93
H 0.08 4.85 0.07
H -2.92 0.90 -2.66
H 1.34 -0.89 -3.59
H -1.50 4.10 2.03
H 0.55 -2.94 -2.51
H 0.97 3.56 -0.76
H 1.83 0.49 -2.61
H -0.17 3.15 2.73

## Properties
**LUMO**: 1.75 eV
**Net charge**: -1
**Kohn-Sham gap**: 6.1 eV

Now the Mulliken charges, all in e:
1 Tl 0.933
2 As 0.423
3 S -0.462
4 S -0.555
5 S -0.507
6 S -0.473
7 P -0.238
8 P -0.661
9 O -0.144
10 O -0.876
11 O 0.990
12 N -0.650
13 N -0.526
14 N 0.351
15 N 0.261
16 N 0.649
17 N 0.681
18 N -0.585
19 C -0.929
20 C -0.838
21 C 0.483
22 C -0.982
23 C -0.889
24 C -1.008
25 C -0.863
26 C -0.632
27 C 0.679
28 C -0.877
29 H 0.323
30 H 0.300
31 H 0.219
32 H 0.284
33 H 0.172
34 H -0.113
35 H 0.278
36 H 0.306
37 H 0.331
38 H 0.204
39 H 0.174
40 H 0.312
41 H 0.310
42 H 0.269
43 H 0.325
44 H 0.319
45 H 0.313
46 H 0.334
47 H 0.326
48 H 0.331
49 H 0.334
50 H 0.254
51 H 0.077
52 H 0.265


| no. | strongest force on any atom (eV Å⁻¹) | total energy (a.u.) |
| --- | --- | --- |
| 1 | 5.91 | -404.05757 |
| 2 | 5.15 | -724.38175 |
| 3 | 4.09 | -346.85738 |
| 4 | 1.05 | -951.36731 |
| 5 | 12.41 | -10200.75696 |
| 6 | 2.28 | -2983.16736 |
| 7 | 7.26 | -2627.12789 |
| 8 | 0.36 | -5688.44836 |